{"formula": "C11H31InNO4P", "method": "ωB97M-V/def2-TZVPD", "e_lumo_ev": -0.67, "total_energy_ha": -1324.68056, "gap_ev": 5.29, "species": ["C", "C", "P", "C", "In", "C", "O", "C", "O", "C", "C", "O", "H", "H", "H", "H", "H", "H", "H", "H", "H", "H", "H", "H", "H", "H", "H", "H", "H", "H", "H", "C", "C", "C", "O", "C", "N", "H", "H", "H", "H", "H", "H", "H", "H", "H", "H", "H", "H"], "coordinates": [[5.459, -2.203, -0.172], [3.903, -2.042, -0.224], [3.400, -0.215, -0.184], [2.259, -0.076, 1.334], [2.140, 0.389, -2.301], [-0.095, 0.102, -2.169], [-0.589, -0.341, -0.887], [-0.358, -1.734, -0.799], [-0.997, -2.255, 0.327], [-0.095, -2.892, 1.208], [0.657, -4.101, 0.586], [-0.057, -4.744, -0.461], [5.772, -3.083, -0.753], [5.961, -1.341, -0.630], [5.810, -2.274, 0.864], [3.499, -2.568, 0.654], [3.580, -2.546, -1.148], [1.194, -0.154, 1.066], [2.531, -0.830, 2.088], [2.459, 0.900, 1.801], [2.460, 2.126, -2.681], [2.779, -0.648, -3.634], [-0.565, 1.072, -2.414], [-0.398, -0.575, -2.994], [0.737, -1.872, -0.814], [-0.852, -2.172, -1.682], [0.615, -2.193, 1.675], [-0.710, -3.282, 2.033], [1.603, -3.713, 0.170], [0.942, -4.847, 1.335], [0.281, -4.360, -1.260], [-2.251, 3.544, 1.873], [-1.968, 2.557, 0.748], [-2.532, 2.961, -0.612], [-3.943, 2.785, -0.648], [-4.710, 3.926, -0.262], [-2.605, 1.247, 1.093], [-3.291, 3.516, 2.200], [-1.636, 3.313, 2.746], [-2.013, 4.560, 1.563], [-0.894, 2.383, 0.673], [-2.126, 2.286, -1.370], [-2.235, 3.972, -0.894], [-4.179, 4.860, -0.451], [-4.976, 3.859, 0.796], [-5.632, 3.921, -0.839], [-2.448, 0.957, 2.056], [-2.270, 0.501, 0.468], [-3.615, 1.323, 0.926]]}

{"formula": "C11H31N7O16", "method": "ωB97M-V/def2-TZVPD", "e_lumo_ev": -0.41, "smiles": "C[N+](=O)[O-].C[N+](=O)[O-].C[N+](=O)[O-].C[N+](=O)[O-].C[N+](=O)[O-].C[N+](=O)[O-].C[N+](=O)[O-].COCCOC", "total_energy_ha": -2024.14256, "gap_ev": 8.90, "de_lowest_kcal_mol": 0.00, "species": ["C", "N", "O", "O", "H", "H", "H", "C", "N", "O", "O", "H", "H", "H", "C", "N", "O", "O", "H", "H", "H", "C", "N", "O", "O", "H", "H", "H", "C", "N", "O", "O", "H", "H", "H", "C", "N", "O", "O", "H", "H", "H", "C", "N", "O", "O", "H", "H", "H", "C", "O", "C", "C", "O", "C", "H", "H", "H", "H", "H", "H", "H", "H", "H", "H"], "coordinates": [[-2.986, 0.980, -4.983], [-1.962, 1.494, -4.042], [-1.851, 2.695, -3.936], [-1.259, 0.687, -3.467], [-3.929, 1.434, -4.697], [-3.016, -0.101, -4.932], [-2.687, 1.290, -5.981], [-4.259, -1.044, -0.218], [-4.536, -0.039, -1.287], [-3.702, 0.821, -1.502], [-5.580, -0.156, -1.891], [-5.069, -0.975, 0.499], [-3.272, -0.864, 0.188], [-4.317, -2.012, -0.709], [-0.561, 0.480, -0.567], [0.172, -0.772, -0.283], [1.345, -0.854, -0.576], [-0.496, -1.685, 0.169], [-1.526, 0.195, -0.955], [0.013, 1.077, -1.266], [-0.715, 1.064, 0.337], [3.570, 1.394, -0.850], [2.567, 2.150, -1.664], [2.055, 1.580, -2.610], [2.327, 3.287, -1.328], [3.345, 1.573, 0.195], [4.538, 1.804, -1.127], [3.493, 0.348, -1.117], [1.365, -1.200, -4.126], [1.512, -2.135, -5.305], [0.986, -3.227, -5.230], [2.095, -1.714, -6.279], [2.263, -0.599, -4.112], [1.221, -1.825, -3.254], [0.468, -0.644, -4.372], [0.137, 2.103, 3.124], [1.104, 0.961, 3.026], [0.736, -0.065, 2.474], [2.199, 1.126, 3.523], [0.746, 2.989, 3.243], [-0.531, 1.902, 3.955], [-0.449, 2.112, 2.211], [-1.913, 5.037, -1.277], [-1.084, 4.980, -0.037], [-0.944, 5.989, 0.611], [-0.670, 3.877, 0.287], [-2.576, 4.181, -1.222], [-1.264, 4.908, -2.140], [-2.426, 5.990, -1.296], [0.904, -4.155, 2.158], [1.942, -4.559, 3.016], [2.822, -3.493, 3.349], [2.265, -2.559, 4.410], [1.685, -3.312, 5.467], [0.805, -2.550, 6.235], [1.252, -4.007, 1.127], [0.435, -3.218, 2.477], [0.161, -4.951, 2.150], [3.028, -2.928, 2.433], [3.729, -3.952, 3.741], [1.543, -1.854, 3.989], [3.090, -1.981, 4.849], [0.217, -3.232, 6.853], [0.090, -1.974, 5.636], [1.354, -1.873, 6.903]]}

{"formula": "C11H32IrN2O5P2", "method": "ωB97M-V/def2-TZVPD", "e_lumo_ev": [-2.36, -4.52], "total_energy_ha": -1710.49010, "multiplicity": 5, "total_charge": 1, "gap_ev": [5.68, 6.59], "s_squared": 6.02, "de_lowest_kcal_mol": 57.40, "species": ["O", "H", "Ir", "N", "N", "O", "O", "C", "C", "C", "C", "H", "H", "H", "H", "H", "H", "H", "H", "O", "H", "H", "C", "H", "H", "H", "O", "H", "H", "C", "P", "C", "C", "C", "P", "C", "C", "H", "H", "H", "H", "H", "H", "H", "H", "H", "H", "H", "H", "H", "H", "H", "H"], "coordinates": [[-2.625, -2.872, 0.005], [-2.840, -3.584, 0.645], [-0.080, -0.526, 0.460], [1.940, -0.702, 0.011], [0.345, 0.651, -1.156], [2.663, -1.867, 0.409], [-0.601, 1.469, -1.831], [2.535, -0.042, -0.990], [1.594, 0.887, -1.563], [3.887, -0.402, -1.470], [1.816, 2.031, -2.427], [4.141, -1.416, -1.169], [4.646, 0.265, -1.064], [3.983, -0.352, -2.556], [1.469, 2.966, -1.987], [1.334, 1.902, -3.401], [2.891, 2.098, -2.543], [1.991, -2.594, 0.520], [-1.496, 1.059, -1.676], [2.133, 1.898, 1.928], [2.758, 1.375, 2.458], [2.350, 2.829, 2.143], [-2.905, -1.742, -1.894], [-3.900, -2.160, -2.034], [-2.015, -2.376, -1.779], [-2.727, -0.833, -2.475], [0.051, -2.471, -0.351], [-0.674, -3.146, -0.400], [0.584, -2.562, -1.162], [-0.266, -1.841, 1.999], [-2.208, -1.516, 0.962], [-2.904, -2.103, 2.563], [-3.554, -0.315, 0.597], [-3.159, 1.065, 1.114], [-1.299, 1.187, 1.323], [-1.026, 2.896, 0.754], [-1.014, 1.224, 3.113], [-0.718, -1.650, 2.985], [0.761, -1.284, 2.089], [-0.028, -2.899, 1.840], [-2.805, -1.291, 3.293], [-3.963, -2.348, 2.407], [-2.377, -3.002, 2.915], [-3.737, -0.328, -0.498], [-4.468, -0.638, 1.132], [-3.471, 1.846, 0.397], [-3.591, 1.288, 2.111], [-1.389, 3.549, 1.566], [0.063, 3.018, 0.605], [-1.592, 3.066, -0.182], [-1.565, 2.107, 3.473], [-1.374, 0.316, 3.618], [0.075, 1.357, 3.230]]}

{"formula": "C11H32NO13P3", "method": "ωB97M-V/def2-TZVPD", "e_lumo_ev": -0.67, "smiles": "CCOCO[P@@](=O)(O)OCCN.COP(=O)(OC)OC.COP(=O)(OC)OC", "total_energy_ha": -2495.35601, "gap_ev": 8.61, "de_lowest_kcal_mol": 31.64, "species": ["C", "C", "O", "C", "O", "P", "O", "O", "O", "C", "C", "N", "H", "H", "H", "H", "H", "H", "H", "H", "H", "H", "H", "H", "H", "H", "C", "O", "P", "O", "O", "C", "O", "C", "H", "H", "H", "H", "H", "H", "H", "H", "H", "C", "O", "P", "O", "O", "C", "O", "C", "H", "H", "H", "H", "H", "H", "H", "H", "H"], "coordinates": [[-0.787, -1.905, -2.222], [0.213, -3.003, -1.911], [1.450, -2.399, -1.506], [2.580, -2.990, -2.065], [3.700, -2.804, -1.223], [4.451, -1.404, -1.254], [5.546, -1.405, -0.291], [4.977, -1.304, -2.750], [3.371, -0.300, -0.972], [3.342, 0.935, -1.737], [2.106, 0.985, -2.592], [2.148, 0.089, -3.754], [-0.451, -1.032, -1.666], [-1.777, -2.128, -1.839], [-0.810, -1.621, -3.269], [-0.146, -3.560, -1.049], [0.373, -3.662, -2.760], [2.426, -4.064, -2.150], [2.800, -2.609, -3.066], [5.825, -0.854, -2.696], [4.257, 1.140, -2.281], [3.226, 1.732, -1.010], [2.025, 2.007, -2.956], [1.248, 0.789, -1.950], [1.402, 0.376, -4.376], [1.843, -0.824, -3.436], [-6.433, -2.187, 2.416], [-5.946, -1.590, 1.198], [-5.370, -2.552, -0.016], [-4.520, -1.615, -0.770], [-6.852, -2.790, -0.643], [-7.789, -1.723, -0.742], [-4.921, -4.022, -0.574], [-5.056, -5.192, 0.261], [-6.795, -1.382, 3.050], [-7.259, -2.874, 2.209], [-5.636, -2.713, 2.940], [-7.294, -0.774, -0.946], [-8.386, -1.647, 0.168], [-8.452, -1.966, -1.570], [-6.100, -5.355, 0.538], [-4.440, -5.106, 1.157], [-4.704, -6.042, -0.316], [4.151, 6.296, 3.485], [3.627, 5.909, 2.199], [3.246, 4.321, 1.906], [3.247, 4.312, 0.430], [1.765, 4.513, 2.563], [1.006, 5.696, 2.345], [3.156, 2.725, 2.265], [3.699, 2.205, 3.498], [4.290, 7.374, 3.467], [3.448, 6.041, 4.283], [5.114, 5.823, 3.674], [1.175, 6.102, 1.349], [1.235, 6.449, 3.102], [-0.041, 5.416, 2.444], [3.208, 2.660, 4.361], [4.776, 2.368, 3.548], [3.514, 1.135, 3.503]]}